1.
{
  "formula": "C4H6OS",
  "method": "the ωB97M-V functional and the def2-TZVPD basis",
  "e_tot_ev": -17123.28899,
  "orbital_gap_ev": [7.774, 7.887],
  "relative_energy_kj_mol": 467.1,
  "mol_weight_g_mol": 102.16,
  "largest_force_ev_per_a": 5.2,
  "symbols": ["C", "C", "C", "C", "O", "S", "H", "H", "H", "H", "H", "H"],
  "xyz": [[1.11741, 0.30952, 0.37344], [0.00364, 1.18059, -0.20275], [0.83194, -1.09599, -0.01205], [-1.80417, -0.87458, -0.31700], [-0.50074, -1.46897, -0.17247], [-1.76620, 0.80313, 0.18588], [1.96179, 0.79769, 0.02046], [1.09958, 0.58231, 1.39354], [-0.03978, 2.18280, -0.05571], [0.21015, 1.19245, -1.33612], [1.35884, -1.96986, 0.17922], [-2.47248, -1.63909, -0.05643]],
  "forces_ev_per_angstrom": [[-2.7, 0.5, 0.1], [-0.8, -2.5, -3.7], [-3.4, 1.4, -0.3], [5.1, 0.7, 0.4], [-0.6, -0.3, -0.3], [0.3, -0.4, -0.2], [2.2, 0.1, -1.0], [0.2, -0.6, 1.8], [0.7, 3.1, 1.4], [-1.0, -0.4, 1.3], [1.2, -1.1, 0.2], [-1.3, -0.4, 0.2]],
  "mulliken_charge": [-0.390, -0.822, -0.254, -0.235, -0.369, -0.111, 0.318, 0.244, 0.465, 0.330, 0.422, 0.400]
}

=====

2.
{
  "formula": "C22H27GeN5O7Se4V",
  "method": "the ωB97M-V functional and the def2-TZVPD basis",
  "e_tot_ev": -388626.16367,
  "spin_multiplicity": 3,
  "orbital_gap_ev": [6.196, 5.024],
  "relative_energy_kj_mol": 378.7,
  "mol_weight_g_mol": 912.88,
  "largest_force_ev_per_a": 2.9,
  "charge": -1,
  "symbols": ["V", "Se", "Se", "Se", "Se", "O", "C", "C", "O", "C", "C", "O", "C", "O", "O", "C", "C", "C", "C", "Ge", "C", "C", "C", "C", "H", "H", "H", "H", "H", "H", "H", "H", "H", "H", "H", "H", "H", "H", "H", "H", "H", "H", "H", "N", "C", "N", "C", "N", "O", "C", "N", "C", "O", "C", "C", "C", "C", "N", "C", "H", "H", "H", "H", "H", "H", "H", "H"],
  "xyz": [[-2.00222, -0.46117, 1.03846], [-4.38149, 0.80750, 2.40065], [-4.77976, -1.35008, 2.83774], [-2.53594, -2.31710, 2.65770], [-2.85342, -4.36538, 1.83937], [2.15438, 2.12258, 5.24540], [1.50957, 1.29896, 4.66258], [0.48629, 1.56275, 3.57671], [0.28746, 2.68876, 3.09035], [-0.09083, 0.33489, 3.25551], [0.52335, -0.80445, 3.88409], [0.34493, -1.99101, 3.71617], [1.56181, -0.22117, 4.84549], [2.30928, -0.82685, 5.55316], [-1.05420, 0.20487, 2.26583], [4.20363, -0.19595, -2.38571], [2.97781, 0.05137, -1.51209], [2.93372, -0.86874, -0.29474], [1.69164, -0.69217, 0.59536], [-0.01507, -1.23997, -0.20506], [-0.02167, -3.18121, -0.44950], [0.93207, -3.79590, -1.48465], [0.75352, -3.30671, -2.91716], [1.73648, -3.96841, -3.87706], [4.23136, 0.47419, -3.24824], [4.21084, -1.22365, -2.76290], [5.12724, -0.04610, -1.81852], [2.07290, -0.08466, -2.10903], [2.96962, 1.09301, -1.17010], [3.82962, -0.68348, 0.30963], [3.00824, -1.90672, -0.63334], [1.62095, 0.35384, 0.91411], [1.79522, -1.28999, 1.50214], [-0.08889, -0.54157, -1.58965], [-1.05021, -3.47148, -0.67290], [0.18458, -3.59442, 0.53925], [0.78366, -4.88268, -1.47507], [1.97108, -3.63213, -1.18500], [0.88026, -2.22157, -2.95731], [-0.27476, -3.50833, -3.23942], [2.76977, -3.78062, -3.56730], [1.62263, -3.59342, -4.89693], [1.59249, -5.05275, -3.90336], [-4.87541, -3.38371, -3.92893], [-4.59277, -3.18590, -2.82416], [-4.34315, -3.01331, -1.53693], [-3.66691, -2.22495, -0.87128], [-3.04957, -1.48570, -0.17485], [1.79103, 5.14345, 2.18751], [0.58856, 5.71419, 1.72500], [-0.30470, 4.70220, 1.19090], [-0.82961, 4.73846, -0.03919], [-0.75943, 5.67681, -0.82220], [-1.63764, 3.51562, -0.41932], [-2.70336, 3.68209, -1.28748], [-3.46394, 2.58421, -1.64211], [-3.15832, 1.35144, -1.10308], [-2.11968, 1.16432, -0.27001], [-1.35429, 2.23684, 0.02760], [1.55759, 4.46080, 2.83387], [0.82462, 6.40430, 0.92401], [0.08248, 6.24946, 2.52841], [-0.46285, 3.90066, 1.79663], [-2.91075, 4.67553, -1.66924], [-4.30570, 2.67123, -2.31650], [-3.74480, 0.47738, -1.33214], [-0.48936, 2.05168, 0.64882]],
  "forces_ev_per_angstrom": [[-0.5, 0.1, -0.1], [-0.1, -0.1, -0.1], [0.1, 0.0, 0.0], [-0.1, -0.3, 0.9], [-0.1, -0.2, -0.2], [0.1, 0.1, 0.1], [-0.2, -0.2, 0.0], [0.1, 0.6, 0.0], [-0.1, 0.0, 0.0], [-0.8, -0.6, -0.9], [0.1, 0.4, 0.2], [-0.2, -0.4, -0.3], [-0.1, 0.2, -0.2], [0.1, -0.2, 0.2], [2.0, 0.8, 1.9], [0.0, 0.0, 0.0], [0.0, 0.0, 0.0], [-0.1, 0.0, 0.0], [0.2, 0.2, 0.0], [0.4, -0.2, -0.5], [0.0, -0.2, -0.1], [0.0, 0.0, 0.1], [-0.1, 0.0, 0.0], [0.0, 0.0, 0.0], [0.0, 0.0, 0.0], [0.0, 0.1, 0.0], [0.0, 0.0, 0.0], [0.0, 0.0, 0.0], [0.0, 0.0, 0.0], [0.0, 0.0, 0.0], [0.0, 0.0, 0.0], [0.0, 0.0, 0.0], [0.0, 0.0, 0.1], [-0.1, 0.0, 0.0], [0.0, 0.0, 0.0], [0.0, -0.1, 0.0], [0.1, 0.0, 0.0], [0.0, 0.0, 0.0], [0.0, 0.0, 0.0], [0.0, 0.0, 0.0], [-0.1, 0.0, 0.0], [0.0, 0.0, 0.0], [0.0, 0.1, 0.0], [0.1, 0.0, 0.2], [0.2, 0.3, 0.3], [-0.5, -0.6, -0.4], [0.6, 0.4, 0.1], [-0.9, -0.7, -1.0], [-0.3, 0.2, -0.1], [0.2, -0.3, 0.0], [0.1, 0.0, 0.2], [-0.3, 0.0, -0.3], [0.1, -0.1, 0.2], [0.1, -0.1, -0.1], [-0.1, 0.1, -0.1], [-0.1, 0.0, -0.1], [0.3, -0.1, 0.1], [-0.1, 1.0, -0.3], [-0.1, -0.1, 0.0], [0.1, -0.2, 0.0], [0.0, 0.1, -0.1], [-0.1, 0.1, 0.1], [0.1, 0.0, -0.1], [0.0, -0.1, 0.0], [0.0, 0.0, 0.0], [-0.1, -0.1, 0.0], [0.0, 0.0, 0.2]],
  "mulliken_charge": [-0.156, -0.170, -0.087, 0.030, -0.466, -0.581, 0.425, 0.174, -0.813, -0.189, 0.675, -0.737, 0.195, -0.548, 0.234, -1.383, -0.100, -0.790, -0.468, 1.399, -0.936, -0.864, 0.196, -1.480, 0.400, 0.232, 0.330, 0.229, 0.327, 0.507, 0.145, 0.129, 0.301, -0.192, 0.251, 0.504, 0.521, 0.153, 0.149, 0.276, 0.297, 0.388, 0.364, -0.546, 0.456, -0.623, 0.693, -0.080, -0.547, -0.559, -0.039, 0.369, -0.706, 0.269, -0.486, -0.911, -0.314, 0.345, -0.582, 0.370, 0.413, 0.285, 0.376, 0.493, 0.443, 0.343, 0.665]
}

=====

3.
{
  "formula": "CH3NO5",
  "method": "the ωB97M-V functional and the def2-TZVPD basis",
  "e_tot_ev": -12809.91156,
  "orbital_gap_ev": 11.462,
  "relative_energy_kj_mol": 105.8,
  "mol_weight_g_mol": 109.04,
  "largest_force_ev_per_a": 4.4,
  "symbols": ["C", "N", "O", "O", "O", "O", "O", "H", "H", "H"],
  "xyz": [[-0.31023, 0.03176, -0.02959], [1.25076, 0.22773, 0.07559], [1.90313, 0.81417, -0.71780], [1.64401, -0.37933, 1.05964], [-0.69779, 0.03839, -1.30947], [-0.48984, -1.22233, 0.46971], [-0.87030, 1.17085, 0.64957], [-0.34862, -0.79507, -1.80636], [-0.33892, -1.24003, 1.35383], [-1.74220, 1.35386, 0.25488]],
  "forces_ev_per_angstrom": [[-0.4, 1.0, 0.0], [-0.8, -1.2, 2.0], [0.3, 0.8, -1.0], [1.1, 0.7, 0.0], [0.6, -1.5, -2.2], [-2.0, 0.5, -3.8], [0.7, -2.0, -0.8], [-0.9, 2.1, 1.5], [1.0, -0.1, 4.3], [0.4, -0.2, 0.0]],
  "mulliken_charge": [0.614, 1.033, -0.560, -0.601, -0.531, -0.482, -0.504, 0.353, 0.338, 0.339]
}